Below is 4 unconnected molecules or ions with the total composition C42H57IN5O8P, with properties calculated with wB97M-V/def2-TZVPD.

Structure (XYZ):
```
114
Properties=species:S:1:pos:R:3:forces:R:3:mulliken_charge:R:1
C 3.30893 -2.69268 -0.83919 -0.23 0.62 0.30 -1.815
C 3.08042 -1.68433 -1.95731 0.10 -0.80 -0.55 3.775
C 2.93821 -2.37755 -3.33192 -0.38 0.29 0.62 -1.087
C 1.45957 -2.62102 -3.71191 0.89 -0.01 -0.63 -0.171
C 0.96232 -1.68275 -4.82312 -0.58 -0.14 0.50 -1.247
C 0.16237 -0.49593 -4.25015 0.07 -0.73 -0.79 -0.223
C -1.32420 -0.87340 -4.09934 0.26 0.22 0.64 -0.947
C -1.98529 -0.31483 -2.84239 0.16 0.14 -0.01 -0.842
C -1.30111 -0.74792 -1.55182 -0.15 0.51 -0.18 0.450
C -2.03326 -0.24228 -0.29624 0.85 -0.29 -0.31 -2.157
N -1.84692 -1.15395 0.85637 -0.35 0.69 -0.12 1.215
C -1.16407 -0.41662 1.90929 0.15 -0.63 0.09 -0.354
C 0.33775 -0.37264 1.66721 0.46 -0.92 -1.21 -0.611
O 0.88639 -1.17289 0.92603 -0.47 0.98 0.85 -0.444
C -3.06662 -1.77271 1.39217 -0.09 -0.20 -0.20 -0.598
C -4.11816 -2.03955 0.34537 0.00 0.08 -0.15 0.431
C -3.84284 -2.51262 -0.92559 0.34 -0.16 0.39 -0.274
C -4.86825 -2.74962 -1.80458 -0.43 -0.28 -0.92 -0.939
N -6.17060 -2.57191 -1.56051 0.70 0.13 0.66 -0.672
C -6.40601 -2.13155 -0.32243 -1.00 -0.06 -0.40 -0.629
C -5.45578 -1.84433 0.62614 0.29 0.15 0.28 -0.763
C -2.76987 -3.14386 2.15667 0.03 1.07 0.53 1.943
C -1.30000 -3.51353 2.11186 0.15 -0.18 -0.07 -2.682
O -3.63387 -4.17101 1.63377 0.18 0.04 0.15 -0.171
C -3.05399 -5.15181 0.84092 -0.84 -0.33 -0.33 -0.832
I -4.69457 -6.27313 -0.01742 0.24 0.17 0.10 -0.018
P -3.27117 -3.16947 3.98848 0.12 -0.94 0.44 -0.412
C -1.94654 -2.29981 4.95376 -0.57 0.40 -0.47 -1.250
C -4.73563 -2.07518 4.26990 -0.45 -0.50 0.22 -0.529
C -5.97896 -2.93084 4.64623 0.54 0.13 -0.05 -1.250
H 3.15407 -2.20165 0.11967 0.00 -0.07 0.18 0.338
H 2.61537 -3.52785 -0.88624 -0.04 -0.18 -0.06 0.435
H 4.33275 -3.05384 -0.85764 0.16 -0.29 -0.11 0.434
H 2.16848 -1.12258 -1.77697 -0.06 0.31 0.21 -0.669
H 3.93418 -1.01230 -1.97829 -1.02 -0.40 -0.08 -2.321
H 3.44954 -3.33588 -3.29252 0.27 -0.08 -0.07 0.444
H 3.42349 -1.76173 -4.08382 0.08 -0.03 -0.28 0.334
H 0.86764 -2.50988 -2.80724 -0.35 -0.13 0.04 -0.055
H 1.36927 -3.64218 -4.07070 -0.16 -0.22 0.11 0.543
H 0.29443 -2.25802 -5.46071 -0.09 0.05 -0.30 0.380
H 1.78544 -1.35670 -5.45270 0.20 0.07 0.02 0.516
H 0.24074 0.32055 -4.96075 0.06 0.45 0.20 0.498
H 0.62326 -0.23800 -3.30363 -0.01 0.41 0.09 0.004
H -1.41302 -1.95922 -4.06864 -0.07 -0.16 -0.12 0.443
H -1.85163 -0.49624 -4.96967 -0.19 -0.20 -0.22 0.344
H -3.04337 -0.57531 -2.80678 -0.10 -0.10 -0.09 0.384
H -1.94054 0.77568 -2.89411 -0.10 0.18 0.05 0.355
H -0.32116 -0.28130 -1.54544 0.31 -0.15 0.12 0.597
H -1.11028 -1.81534 -1.50231 -0.15 -0.20 -0.01 -0.094
H -1.52900 0.69412 -0.07075 -0.15 0.29 0.30 0.435
H -3.06667 0.03079 -0.50557 -0.18 -0.28 0.09 0.534
H -1.59975 0.57182 2.08392 0.16 0.23 -0.01 0.549
H -1.29856 -0.96991 2.84046 0.15 0.18 0.18 -0.248
H 0.96089 0.39713 2.15947 -0.29 0.03 0.23 0.568
H -3.52380 -1.05394 2.07898 -0.08 -0.10 0.27 0.540
H -2.83338 -2.72139 -1.23062 0.14 -0.01 -0.09 1.069
H -4.61422 -3.11643 -2.79255 -0.08 -0.03 -0.10 0.441
H -7.44760 -1.99172 -0.05766 -0.10 0.03 -0.08 0.438
H -5.77418 -1.46688 1.58287 -0.08 0.04 0.16 0.354
H -1.12593 -4.46903 2.59608 -0.06 -0.26 0.00 0.521
H -0.90021 -3.51211 1.10584 0.01 -0.13 -0.24 0.551
H -0.69090 -2.80449 2.65064 0.05 0.18 0.07 0.530
H -2.49159 -5.89034 1.39404 0.21 -0.06 0.14 0.501
H -2.51305 -4.77159 -0.01547 0.19 0.11 -0.08 0.343
H -0.97596 -2.73791 4.76048 0.20 0.04 -0.06 0.354
H -1.96274 -1.22369 4.78534 0.32 0.12 0.01 0.313
H -2.16847 -2.45557 6.00398 -0.13 -0.13 0.16 0.470
H -4.99520 -1.41537 3.45084 0.25 0.19 -0.08 0.277
H -4.50255 -1.46677 5.13787 0.24 0.33 -0.04 0.596
H -6.19812 -2.80581 5.70098 -0.23 0.07 0.12 0.358
H -6.84548 -2.65800 4.05548 -0.19 0.00 -0.02 0.310
H -5.75987 -3.98280 4.50791 -0.15 -0.22 -0.18 0.341
O -1.64050 3.23379 1.87603 -0.08 -0.10 0.22 -0.622
N -2.10322 4.03361 1.08457 0.04 -0.09 -0.16 1.114
O -3.25056 4.42072 1.08242 -0.04 0.08 0.05 -0.632
C -1.19755 4.53149 0.04134 0.09 0.06 -0.14 -0.298
C 0.08579 4.02161 -0.01371 0.23 -0.18 0.06 0.024
C 0.93926 4.44540 -1.01608 -0.02 0.09 0.00 -0.831
C 0.50554 5.38036 -1.94644 -0.08 0.04 -0.01 -0.534
C -0.78459 5.89306 -1.87013 0.13 -0.10 0.04 -0.375
C -1.64843 5.46526 -0.87239 -0.14 0.16 -0.12 -0.568
H 0.42417 3.28912 0.70478 -0.15 0.00 0.07 0.785
H 1.93676 4.03887 -1.07437 -0.03 0.04 -0.02 0.635
H 1.17321 5.70422 -2.73393 0.02 -0.01 0.01 0.472
H -1.12192 6.62096 -2.59485 -0.02 0.01 0.01 0.399
H -2.65438 5.85408 -0.81665 -0.03 -0.08 0.10 0.491
O 4.11209 3.34840 -4.44904 0.01 0.05 -0.08 -0.616
N 4.10485 2.89439 -3.32685 -0.03 -0.11 0.02 1.043
O 3.52516 3.39900 -2.38355 0.04 0.08 -0.01 -0.654
C 4.83836 1.64546 -3.07923 0.09 -0.23 0.17 -0.012
C 5.53056 1.05479 -4.12027 0.07 -0.05 -0.29 -0.438
C 6.23203 -0.11430 -3.87699 -0.04 -0.05 0.15 -0.577
C 6.23076 -0.67596 -2.60649 0.22 0.13 0.03 -0.382
C 5.52368 -0.07237 -1.57512 0.80 0.41 -0.04 -0.407
C 4.82123 1.09772 -1.80896 0.22 0.35 0.22 -0.456
H 5.52780 1.49404 -5.10666 -0.07 0.10 0.04 0.498
H 6.78212 -0.58693 -4.67873 -0.01 0.01 -0.02 0.401
H 6.78375 -1.58701 -2.41939 -0.02 -0.02 0.00 0.415
H 5.52120 -0.51145 -0.58715 -0.02 0.02 0.02 0.454
H 4.27267 1.57029 -1.00788 -0.04 0.06 -0.06 0.711
O 4.63509 2.14520 2.35960 -0.04 -0.04 -0.07 -0.595
N 4.91187 2.78248 3.35687 0.02 -0.01 -0.03 1.070
O 5.80663 2.50504 4.12533 0.07 -0.01 0.06 -0.607
C 4.10013 3.97341 3.65178 -0.10 0.14 0.06 -0.134
C 3.05303 4.29295 2.81011 -0.19 -0.03 -0.22 -0.126
C 2.27527 5.40166 3.09603 -0.02 0.08 0.05 -0.327
C 2.55374 6.17905 4.21175 0.05 -0.03 0.02 -0.576
C 3.61644 5.84789 5.04307 -0.09 -0.01 -0.10 -0.359
C 4.39750 4.73692 4.76526 0.10 0.08 0.20 -0.545
H 2.83955 3.68857 1.94097 0.10 -0.07 0.02 0.508
H 1.45073 5.65744 2.44406 0.00 -0.01 -0.01 0.475
H 1.94164 7.04279 4.43491 0.00 0.01 0.00 0.390
H 3.83532 6.45416 5.91096 0.02 -0.01 0.01 0.375
H 5.22261 4.47520 5.41065 0.02 -0.11 -0.07 0.459
```
Forces are in eV/Å.

Output
HOMO-LUMO gap = 7.505 eV
E_LUMO = -0.74 eV
SMILES string = CCCCCCCCCCN(CC=O)[C@@H](c1ccncc1)[C@](C)(OCI)P(C)CC.O=[N+]([O-])c1ccccc1.O=[N+]([O-])c1ccccc1.O=[N+]([O-])c1ccccc1